15 unconnected molecules or ions with the total composition C75H190N10O25 in a non-equilibrium geometry, computed with the ωB97M-V functional and the def2-TZVPD basis.

Last column: Mulliken charge in e.
Atoms and positions in Å:
C  -1.182  -0.522  9.040  -0.70
O  -2.129  -0.377  7.940  -0.42
C  -1.313  -0.175  6.721  0.31
C  -2.360  0.227  5.701  -0.20
N  -3.107  -0.963  5.282  -0.02
C  -3.903  -0.649  4.124  -0.71
C  -4.808  -1.739  3.708  2.15
O  -5.794  -1.837  4.740  -0.58
C  -6.732  -2.839  4.413  -0.71
H  -0.417  -1.217  8.695  0.18
H  -1.725  -0.919  9.923  0.25
H  -0.793  0.482  9.235  0.33
H  -0.823  -1.135  6.457  -0.50
H  -0.600  0.712  6.909  0.44
H  -1.888  0.687  4.805  -0.30
H  -3.013  0.980  6.078  0.37
H  -3.730  -1.235  6.031  0.39
H  -3.154  -0.472  3.371  -0.96
H  -4.436  0.244  4.318  1.18
H  -4.238  -2.659  3.598  -0.83
H  -5.291  -1.491  2.820  -0.69
H  -7.170  -2.810  3.389  0.12
H  -7.544  -2.771  5.152  0.33
H  -6.364  -3.887  4.521  0.27
C  3.492  -0.028  6.406  -0.79
O  2.750  0.344  5.279  -0.06
C  2.391  -0.670  4.409  -1.66
C  1.945  -0.082  3.099  0.99
N  2.974  0.529  2.271  1.94
C  3.748  -0.376  1.336  0.72
C  5.221  -0.253  1.620  -1.58
O  5.541  -1.011  2.816  -0.17
C  6.900  -1.213  2.987  -0.83
H  3.330  0.758  7.135  0.24
H  4.555  -0.197  6.260  0.26
H  3.012  -0.906  6.905  0.19
H  1.638  -1.222  4.879  0.85
H  3.225  -1.415  4.205  -0.01
H  1.124  0.585  3.306  -0.62
H  1.570  -0.879  2.445  -0.07
H  3.650  0.926  2.962  -0.84
H  3.591  -0.077  0.298  -1.08
H  3.397  -1.399  1.544  0.28
H  5.623  0.745  1.727  0.46
H  5.711  -0.586  0.681  0.56
H  7.100  -1.929  3.794  0.31
H  7.434  -0.273  3.360  0.23
H  7.434  -1.599  2.095  0.22
C  -0.941  6.791  -5.695  -0.90
O  0.233  5.988  -5.579  -0.07
C  1.384  6.809  -5.388  -0.72
C  2.689  5.908  -5.228  -0.71
N  2.558  5.080  -3.993  0.07
C  3.646  4.124  -3.954  -1.19
C  3.638  3.207  -2.813  1.04
O  2.441  2.390  -2.878  1.18
C  2.084  1.878  -1.613  0.93
H  -1.271  7.072  -4.725  0.14
H  -1.671  6.267  -6.249  0.31
H  -0.629  7.655  -6.291  0.47
H  1.299  7.464  -4.481  0.31
H  1.498  7.553  -6.244  0.43
H  3.602  6.539  -5.219  0.46
H  2.840  5.339  -6.186  0.28
H  1.574  4.753  -3.959  -0.18
H  4.517  4.752  -3.822  0.52
H  3.853  3.588  -4.884  0.22
H  3.584  3.817  -1.936  -0.18
H  4.534  2.550  -2.781  -0.73
H  1.923  2.677  -0.947  -0.19
H  2.879  1.231  -1.147  -0.48
H  1.135  1.311  -1.725  -0.71
C  -5.532  1.676  1.840  -0.42
O  -6.380  0.614  1.496  -0.38
C  -5.970  -0.304  0.548  0.62
C  -7.067  -1.324  0.316  -0.68
N  -8.254  -0.726  -0.264  -0.14
C  -9.230  0.097  0.495  -0.37
C  -10.183  0.714  -0.570  -0.59
O  -10.934  -0.257  -1.176  -0.36
C  -12.017  -0.704  -0.460  -0.67
H  -6.089  2.151  2.633  0.36
H  -5.372  2.392  1.016  0.32
H  -4.515  1.274  2.148  -0.21
H  -5.090  -0.906  0.946  -0.49
H  -5.757  0.272  -0.371  0.35
H  -7.305  -1.755  1.348  -0.23
H  -6.622  -2.062  -0.388  0.50
H  -8.749  -1.348  -0.886  0.28
H  -8.685  0.883  0.970  0.21
H  -9.762  -0.450  1.250  0.26
H  -9.503  1.123  -1.351  0.32
H  -10.871  1.388  -0.013  0.38
H  -11.817  -1.240  0.477  0.26
H  -12.656  -1.441  -0.991  0.27
H  -12.687  0.162  -0.327  0.30
C  6.887  -4.804  2.320  -0.79
O  6.537  -4.229  1.085  -0.37
C  5.223  -4.523  0.542  0.03
C  5.033  -3.997  -0.851  -0.38
N  5.373  -2.607  -0.931  0.24
C  5.192  -2.116  -2.321  -1.18
C  5.182  -0.611  -2.350  1.61
O  6.408  -0.230  -1.817  -0.48
C  6.454  1.093  -1.306  -0.47
H  6.859  -5.902  2.320  0.34
H  6.262  -4.457  3.148  0.25
H  7.890  -4.471  2.584  0.29
H  4.534  -3.954  1.139  -0.35
H  4.913  -5.602  0.633  0.59
H  3.995  -4.035  -1.184  -0.08
H  5.570  -4.595  -1.576  0.30
H  6.300  -2.415  -0.580  0.22
H  4.196  -2.431  -2.590  0.14
H  5.948  -2.545  -3.007  0.44
H  4.326  -0.381  -1.752  -0.95
H  5.103  -0.253  -3.433  -0.01
H  7.386  1.277  -0.699  0.25
H  5.592  1.214  -0.663  0.01
H  6.383  1.804  -2.179  0.30
C  5.638  3.303  5.846  -0.78
O  4.337  3.667  5.538  -0.40
C  4.139  3.715  4.115  0.20
C  2.678  4.186  3.917  -1.39
N  1.961  3.788  2.711  0.47
C  2.761  4.074  1.504  0.42
C  2.759  5.465  0.875  -1.36
O  1.568  5.547  0.128  0.41
C  1.334  6.787  -0.490  -1.02
H  6.373  3.849  5.357  0.38
H  5.732  2.247  5.737  0.20
H  5.775  3.486  6.901  0.29
H  4.261  2.679  3.624  -0.11
H  4.931  4.344  3.713  0.55
H  2.602  5.244  3.949  0.43
H  2.152  3.798  4.792  0.49
H  1.821  2.771  2.668  -0.13
H  2.454  3.421  0.741  -0.51
H  3.833  3.826  1.779  0.15
H  3.549  5.597  0.141  0.46
H  2.754  6.203  1.729  0.41
H  1.380  7.558  0.326  0.35
H  0.291  6.638  -0.745  0.21
H  2.020  6.990  -1.344  0.18
C  1.371  -1.232  -3.877  -0.07
O  1.370  -1.664  -2.532  0.76
C  0.833  -2.947  -2.240  -1.45
C  0.832  -3.158  -0.718  0.82
N  0.188  -4.439  -0.416  0.86
C  1.049  -5.643  -0.593  -0.16
C  0.338  -6.995  -0.669  -1.21
O  -0.108  -7.074  0.686  -0.02
C  -1.043  -8.012  0.895  -1.03
H  1.864  -0.212  -3.915  -0.27
H  0.367  -0.977  -4.229  -0.23
H  1.880  -1.809  -4.671  0.00
H  1.478  -3.659  -2.694  0.53
H  -0.144  -3.103  -2.607  0.37
H  0.263  -2.320  -0.357  -0.25
H  1.919  -3.074  -0.368  -0.74
H  -0.456  -4.533  0.380  -0.27
H  1.741  -5.875  0.204  -0.17
H  1.658  -5.540  -1.487  0.56
H  0.998  -7.844  -0.862  0.42
H  -0.552  -7.008  -1.338  0.41
H  -0.564  -9.002  0.883  0.33
H  -1.955  -7.992  0.209  0.32
H  -1.423  -7.885  1.866  0.25
C  2.313  -5.268  -6.959  -0.73
O  2.907  -4.017  -6.907  -0.11
C  4.039  -3.866  -7.701  -0.83
C  4.738  -2.660  -7.199  -0.16
N  3.825  -1.534  -7.367  -0.48
C  4.431  -0.396  -6.545  0.08
C  3.800  0.881  -6.800  -0.81
O  2.406  0.941  -6.555  -0.08
C  1.695  2.130  -6.875  -0.45
H  2.966  -6.003  -6.518  0.38
H  2.191  -5.642  -8.028  0.33
H  1.361  -5.247  -6.479  0.05
H  3.852  -3.751  -8.752  0.40
H  4.741  -4.733  -7.613  0.41
H  5.577  -2.473  -7.854  0.41
H  5.066  -2.757  -6.119  0.00
H  3.061  -1.769  -6.752  0.28
H  5.500  -0.280  -6.804  0.53
H  4.442  -0.662  -5.531  -0.17
H  4.012  1.287  -7.775  0.44
H  4.138  1.633  -6.128  0.19
H  0.629  1.916  -6.651  -0.09
H  1.788  2.502  -7.936  0.35
H  2.072  3.020  -6.248  0.13
C  -0.842  2.950  -4.452  -0.68
O  -1.747  3.570  -3.585  -0.27
C  -1.177  4.000  -2.328  1.55
C  -2.107  4.951  -1.668  -0.75
N  -2.039  6.306  -2.142  0.24
C  -2.837  7.150  -1.301  -0.67
C  -2.903  8.608  -1.889  -0.74
O  -3.459  8.533  -3.200  -0.33
C  -3.125  9.636  -3.988  -0.74
H  -0.254  2.220  -3.862  0.27
H  -0.162  3.721  -4.849  0.12
H  -1.443  2.471  -5.249  0.46
H  -0.228  4.526  -2.466  -0.15
H  -1.080  3.147  -1.624  -0.75
H  -1.784  4.985  -0.567  -0.57
H  -3.126  4.534  -1.609  0.60
H  -2.453  6.299  -3.072  0.22
H  -2.499  7.312  -0.296  0.21
H  -3.862  6.828  -1.266  0.47
H  -1.844  8.917  -1.988  0.34
H  -3.495  9.350  -1.328  0.43
H  -3.583  9.497  -4.968  0.25
H  -2.011  9.622  -4.191  0.28
H  -3.534  10.590  -3.701  0.32
C  1.047  -4.465  7.810  -0.35
O  -0.205  -4.948  7.397  -0.49
C  -0.825  -4.147  6.385  0.21
C  -1.985  -4.848  5.743  -0.87
N  -2.677  -3.928  4.865  0.33
C  -2.068  -3.731  3.561  1.08
C  -2.866  -4.460  2.505  -0.39
O  -2.363  -4.117  1.221  0.41
C  -3.298  -4.270  0.182  -0.97
H  1.743  -4.289  6.944  0.05
H  1.527  -5.173  8.498  0.31
H  0.970  -3.443  8.215  0.09
H  -0.007  -3.842  5.655  -0.13
H  -1.140  -3.160  6.824  0.53
H  -2.587  -5.202  6.544  0.37
H  -1.556  -5.638  5.067  0.34
H  -2.807  -3.007  5.296  0.13
H  -1.035  -4.101  3.422  -0.77
H  -2.056  -2.724  3.250  -0.46
H  -3.888  -4.057  2.647  0.42
H  -2.781  -5.535  2.688  -0.11
H  -3.115  -5.284  -0.265  0.10
H  -3.195  -3.510  -0.537  0.29
H  -4.390  -4.258  0.569  0.33
C  -4.688  2.121  -3.497  -1.07
C  -3.903  0.883  -3.999  0.79
C  -2.834  0.321  -3.048  0.25
O  -4.710  -0.271  -4.272  -0.66
H  -3.897  2.852  -3.264  0.03
H  -5.387  2.012  -2.632  0.18
H  -5.235  2.503  -4.380  0.43
H  -3.524  1.139  -4.990  0.07
H  -2.163  -0.230  -3.692  -0.68
H  -3.400  -0.369  -2.409  0.51
H  -2.275  1.044  -2.407  -0.25
H  -5.585  -0.117  -4.652  0.36
C  -1.022  6.016  2.593  -0.75
C  -1.481  4.665  3.199  0.47
C  -3.009  4.505  3.172  -1.30
O  -0.938  3.537  2.458  -0.10
H  -1.437  6.814  3.230  0.54
H  -1.317  6.184  1.557  -0.19
H  0.069  5.987  2.603  0.00
H  -1.135  4.565  4.242  0.44
H  -3.256  4.407  2.093  0.15
H  -3.545  5.416  3.575  0.42
H  -3.324  3.722  3.819  0.26
H  0.019  3.704  2.576  -0.24
C  -2.146  -1.628  -6.715  -1.46
C  -1.980  -2.912  -5.815  0.47
C  -0.640  -3.654  -6.093  -1.02
O  -2.172  -2.699  -4.437  -0.38
H  -2.010  -1.904  -7.744  0.53
H  -1.480  -0.821  -6.554  0.20
H  -3.149  -1.281  -6.489  0.38
H  -2.809  -3.632  -6.058  0.33
H  0.192  -3.128  -5.650  0.02
H  -0.450  -3.738  -7.155  0.50
H  -0.661  -4.702  -5.673  0.36
H  -2.970  -2.187  -4.352  0.14
C  2.782  -7.199  3.719  -1.68
C  1.754  -6.167  4.297  0.93
C  1.748  -5.039  3.261  0.42
O  0.478  -6.704  4.560  -0.69
H  2.853  -8.099  4.310  0.42
H  3.718  -6.702  3.597  0.46
H  2.509  -7.454  2.710  0.26
H  2.264  -5.912  5.249  0.02
H  1.260  -4.140  3.617  -0.75
H  1.156  -5.443  2.386  -0.18
H  2.792  -4.774  3.089  0.41
H  0.158  -6.372  5.425  0.32
C  -2.273  -0.128  0.612  -0.74
C  -1.041  0.121  1.406  1.42
C  -0.011  0.942  0.711  0.68
O  -1.379  0.743  2.665  0.97
H  -2.020  -0.752  -0.259  -0.08
H  -2.801  0.753  0.406  0.50
H  -2.895  -0.802  1.188  -0.68
H  -0.579  -0.850  1.583  -0.64
H  -0.294  2.075  0.790  -0.29
H  -0.028  0.682  -0.319  -0.02
H  1.008  0.819  1.091  0.02
H  -1.049  1.643  2.632  -0.42

Energy above the lowest of the compared OMol25 structures with the same formula, charge and spin: 0.706 eV
Strongest force on any atom: 3.29 eV/Å
E: -146926.78867 eV
HOMO energy: -8.1 eV
2S+1: 1